{"formula": "C52H120N8O8", "method": "ωB97M-V/def2-TZVPD", "symbols": ["C", "C", "C", "C", "C", "C", "C", "C", "C", "N", "O", "H", "H", "H", "H", "H", "H", "H", "H", "H", "H", "H", "H", "H", "H", "H", "H", "H", "H", "H", "C", "C", "C", "C", "C", "C", "C", "C", "C", "N", "O", "H", "H", "H", "H", "H", "H", "H", "H", "H", "H", "H", "H", "H", "H", "H", "H", "H", "H", "H", "C", "C", "C", "C", "C", "C", "C", "C", "C", "N", "O", "H", "H", "H", "H", "H", "H", "H", "H", "H", "H", "H", "H", "H", "H", "H", "H", "H", "H", "H", "C", "C", "C", "C", "C", "C", "C", "C", "C", "N", "O", "H", "H", "H", "H", "H", "H", "H", "H", "H", "H", "H", "H", "H", "H", "H", "H", "H", "H", "H", "C", "O", "C", "C", "C", "N", "H", "H", "H", "H", "H", "H", "H", "H", "H", "H", "H", "C", "O", "C", "C", "C", "N", "H", "H", "H", "H", "H", "H", "H", "H", "H", "H", "H", "C", "O", "C", "C", "C", "N", "H", "H", "H", "H", "H", "H", "H", "H", "H", "H", "H", "C", "O", "C", "C", "C", "N", "H", "H", "H", "H", "H", "H", "H", "H", "H", "H", "H"], "xyz": [[-6.025098, 4.265019, 5.521419], [-5.258031, 3.084619, 4.946556], [-4.134068, 3.565493, 4.023977], [-4.526570, 2.538974, 6.274104], [-4.125112, 1.046718, 6.225441], [-5.324113, 0.216100, 5.752617], [-5.822989, 0.674538, 4.405961], [-4.943001, 0.243458, 3.203166], [-7.166213, -0.093988, 4.198605], [-6.159009, 2.090525, 4.389605], [-6.736942, 2.511186, 3.181135], [-6.627692, 4.101174, 6.416098], [-5.302939, 5.014178, 5.861071], [-6.685696, 4.741051, 4.791091], [-3.971775, 4.642052, 3.967918], [-3.171041, 3.145769, 4.322316], [-4.291469, 3.248822, 2.987702], [-3.577370, 3.071615, 6.345486], [-5.101079, 2.757776, 7.171707], [-3.281261, 0.974771, 5.534429], [-3.794969, 0.581923, 7.155864], [-6.142660, 0.115252, 6.464748], [-4.941675, -0.800000, 5.605575], [-4.732225, -0.821898, 3.262080], [-4.057366, 0.878595, 3.139890], [-5.465391, 0.276172, 2.242856], [-7.518535, -0.087042, 3.169075], [-7.933631, 0.362713, 4.827897], [-7.063348, -1.115412, 4.568256], [-6.018496, 2.467312, 2.524128], [0.781704, -2.536927, 3.727597], [1.448946, -1.625779, 4.781570], [0.904952, -1.999065, 6.150115], [2.930008, -1.921244, 4.611560], [3.768193, -0.995878, 5.515051], [3.539793, 0.483526, 5.133756], [2.034365, 0.830919, 5.007329], [1.520478, 1.314244, 6.376718], [2.014602, 2.035478, 4.043529], [1.285477, -0.249887, 4.333071], [-0.053905, 0.126240, 4.137214], [-0.293278, -2.586837, 3.927444], [1.191857, -3.543980, 3.635603], [0.820350, -2.196232, 2.687972], [-0.180044, -2.119559, 6.155531], [1.136421, -1.230292, 6.890541], [1.281772, -2.895460, 6.650921], [3.234375, -2.934799, 4.873796], [3.303735, -1.660578, 3.618063], [4.829982, -1.217603, 5.373772], [3.549794, -1.142489, 6.577609], [4.052326, 0.571902, 4.176062], [4.029339, 1.023357, 5.944096], [1.752390, 0.618553, 7.184994], [1.947613, 2.303427, 6.524666], [0.429129, 1.339198, 6.425374], [2.181682, 1.809856, 2.988604], [1.063666, 2.582301, 3.994215], [2.706908, 2.805784, 4.391866], [-0.087204, 0.374692, 3.198662], [5.219476, 2.414058, -1.929548], [4.520677, 2.440634, -3.284915], [3.102556, 2.987684, -3.092317], [5.280023, 3.281700, -4.334443], [4.856337, 3.039505, -5.787173], [5.035245, 1.572383, -6.084572], [4.111597, 0.742333, -5.181075], [2.646408, 0.966430, -5.529499], [4.452243, -0.723094, -5.464251], [4.475247, 1.036969, -3.791216], [3.962012, 0.127144, -2.841069], [5.784747, 1.475824, -1.906673], [5.952050, 3.199644, -1.751679], [4.543675, 2.262992, -1.092862], [3.005213, 3.875638, -2.470484], [2.624349, 3.201140, -4.048934], [2.544934, 2.135710, -2.689784], [4.928165, 4.316431, -4.243145], [6.359442, 3.207042, -4.210482], [3.844126, 3.404703, -5.975617], [5.440116, 3.700500, -6.435396], [6.065416, 1.267132, -5.889696], [4.796656, 1.316293, -7.121080], [1.952322, 0.458638, -4.856070], [2.384669, 0.573911, -6.524805], [2.298647, 1.981431, -5.731374], [5.274314, -1.137320, -4.873893], [4.712187, -0.841350, -6.515890], [3.644207, -1.412570, -5.203005], [4.712794, -0.467571, -2.737314], [1.276249, -3.532173, -3.616470], [-0.091742, -4.050415, -4.107569], [-0.502696, -5.344059, -3.369830], [-1.126688, -3.024781, -3.613433], [-1.099967, -1.746718, -4.467431], [-1.386528, -2.127006, -5.905129], [-0.394531, -3.172442, -6.471702], [-1.099528, -3.720140, -7.717923], [0.948124, -2.472520, -6.787435], [-0.294054, -4.308522, -5.531134], [0.588405, -5.315492, -5.974669], [1.456257, -2.481230, -3.810741], [1.386747, -3.816210, -2.571185], [2.007776, -4.159794, -4.139657], [0.142042, -6.166868, -3.700524], [-0.341075, -5.309740, -2.291242], [-1.507728, -5.697900, -3.592255], [-2.149536, -3.375554, -3.462736], [-0.849027, -2.717148, -2.599077], [-1.783506, -0.974271, -4.100267], [-0.151787, -1.206433, -4.382561], [-1.263442, -1.213599, -6.498623], [-2.421087, -2.420677, -6.088251], [-1.335472, -2.924119, -8.434577], [-2.091506, -4.056945, -7.423071], [-0.491705, -4.407393, -8.309415], [1.496711, -2.057378, -5.937585], [0.851454, -1.583700, -7.414435], [1.622403, -3.220522, -7.208287], [0.136593, -5.724282, -6.721271], [8.086828, 0.635039, 3.634149], [7.426796, 0.800921, 2.404853], [6.976420, -0.381185, 1.817861], [6.019335, 0.080073, 0.676665], [4.708558, 0.652827, 1.228175], [5.554107, -1.039390, -0.168562], [8.961182, -0.021124, 3.662569], [7.374037, 0.362369, 4.421923], [8.454071, 1.614216, 3.954919], [7.807157, -0.914573, 1.333320], [6.377290, -1.079772, 2.420349], [6.659775, 0.792709, 0.157689], [4.073627, 1.092201, 0.456887], [4.904507, 1.434257, 1.962422], [4.053431, -0.140005, 1.599991], [4.977742, -1.675853, 0.367552], [6.344697, -1.569658, -0.523597], [-3.994284, 4.557605, -6.349740], [-2.925963, 4.506522, -5.450940], [-1.890784, 3.663727, -5.902977], [-0.781112, 3.540022, -4.907553], [-1.161856, 2.786793, -3.633544], [-0.322080, 4.888116, -4.461960], [-3.643831, 4.926566, -7.327475], [-4.699584, 5.328783, -6.039748], [-4.469329, 3.578702, -6.475593], [-2.331817, 2.656683, -6.026049], [-1.587406, 3.875289, -6.936439], [0.136435, 3.053724, -5.240133], [-1.046907, 1.736966, -3.926573], [-2.208766, 2.932785, -3.353538], [-0.592470, 2.984720, -2.729707], [0.016861, 5.322784, -5.320903], [-1.083327, 5.499502, -4.182591], [-7.880732, -4.133449, 3.937823], [-6.711854, -4.623544, 3.287019], [-5.660584, -3.661119, 3.348065], [-4.531705, -4.132630, 2.422955], [-3.449681, -3.059312, 2.333499], [-5.129057, -4.335135, 1.075629], [-8.673156, -4.840825, 3.693818], [-8.215002, -3.174478, 3.532602], [-7.683991, -4.068655, 5.010427], [-5.988039, -2.661741, 3.051803], [-5.303829, -3.732306, 4.384384], [-4.107993, -5.052002, 2.838747], [-2.520954, -3.433573, 1.908003], [-3.155062, -2.703048, 3.333783], [-3.853147, -2.128709, 1.937587], [-4.687955, -5.154246, 0.673913], [-6.098003, -4.572052, 1.267128], [-0.812648, 2.679050, 1.766568], [-0.502260, 1.327930, 1.576811], [0.201273, 1.099019, 0.358230], [0.453207, -0.411317, 0.233896], [1.299054, -0.751158, -0.971462], [-0.769317, -1.198100, 0.336750], [-1.764385, 2.874316, 1.237688], [-0.157387, 3.539513, 1.624267], [-1.257321, 2.815997, 2.763034], [-0.348215, 1.520471, -0.492580], [1.155978, 1.636788, 0.421821], [0.992403, -0.766304, 1.121177], [0.806794, -0.241216, -1.812133], [1.253113, -1.808670, -1.219129], [2.305989, -0.351022, -0.868023], [-1.533457, -0.796963, -0.199210], [-1.132176, -1.320043, 1.272036]], "forces_ev_per_a": [[-0.45, 1.26, -0.34], [0.92, -0.10, 2.39], [0.44, -0.27, -1.01], [0.45, -0.98, -0.42], [-1.04, 0.29, -0.23], [1.63, -0.22, -0.45], [-1.92, -1.03, -1.87], [0.03, 0.20, 0.30], [-0.08, 0.30, 0.55], [-0.15, 0.21, 1.25], [0.49, -0.13, -0.05], [-0.07, -0.73, -0.21], [0.06, 0.06, -0.25], [0.16, -0.02, -0.11], [-0.35, 0.07, 0.26], [-0.04, -0.14, -0.08], [0.01, 0.05, 0.00], [-0.25, 0.45, 0.17], [-0.24, -0.06, -0.10], [-0.11, -0.37, -0.18], [0.17, 0.66, 0.28], [0.04, 0.51, 0.18], [-0.24, -0.10, -0.03], [0.55, 0.13, 0.42], [0.33, -0.45, -0.07], [-0.22, 0.55, 0.13], [0.06, -0.02, -0.01], [0.01, 0.10, -0.09], [0.12, -0.14, -0.29], [-0.27, 0.06, -0.06], [-1.20, 0.03, -0.55], [0.11, -1.52, -1.78], [-0.27, 0.48, 1.34], [1.69, 1.16, 1.46], [-0.22, 0.19, -0.03], [-0.23, -2.09, 0.30], [0.39, 0.84, -0.57], [-0.58, -0.71, -0.19], [-0.90, 1.00, -0.01], [1.07, 0.29, 0.06], [-0.33, -0.14, 0.37], [0.06, -0.30, 0.06], [0.03, -0.05, 0.70], [0.40, 0.57, 0.23], [-0.01, 0.21, -0.23], [-0.12, 0.10, -0.15], [0.32, -0.26, -0.73], [-0.53, -0.24, -0.25], [-0.55, -0.40, -0.34], [0.00, -0.04, 0.12], [-0.08, -0.16, -0.04], [-0.04, 0.63, -0.03], [-0.12, 0.73, -0.42], [0.60, 0.26, 0.04], [-0.11, -0.01, 0.46], [-0.01, 0.40, -0.41], [0.55, -0.45, 0.16], [-0.21, -0.37, 0.44], [0.31, -0.21, -0.14], [-0.11, 0.08, 0.01], [0.81, -1.29, -0.06], [-0.55, -0.06, -0.41], [-0.51, -0.68, -0.55], [-1.11, 0.83, -0.23], [0.66, -0.04, 0.02], [-0.58, 0.09, -0.22], [0.17, -0.35, 0.26], [-1.18, -0.13, -1.32], [-0.19, -0.85, 0.36], [1.38, 0.84, -0.36], [-0.42, 0.20, -0.51], [0.27, 0.19, -0.04], [-0.36, 0.36, -0.04], [-0.21, 0.58, -0.06], [0.22, -0.09, 0.17], [0.06, 0.19, 0.02], [-0.25, 0.36, 0.40], [0.64, 0.12, 0.91], [0.02, -0.02, -0.03], [-0.17, -0.35, 0.26], [0.33, -0.28, 0.01], [0.03, 0.03, 0.00], [0.02, 0.05, 0.00], [0.18, 0.16, 0.29], [0.50, -0.61, 0.10], [0.37, 0.28, 0.86], [0.33, 0.57, -0.06], [-0.17, -0.13, -0.03], [-0.24, 0.22, -0.26], [-0.17, -0.11, 0.53], [0.26, -1.83, -0.89], [-1.58, -0.05, 1.41], [1.34, -1.05, -0.28], [0.21, 1.70, 0.29], [-0.40, -0.24, 0.28], [0.52, 0.84, -0.20], [-0.22, 0.60, 0.18], [0.21, 0.90, -0.64], [0.37, -0.34, 0.18], [-1.08, 0.87, 0.22], [0.79, 0.20, -0.26], [0.03, 0.04, 0.16], [-0.07, 0.47, 0.14], [0.32, 0.41, -0.03], [0.06, 0.08, -0.03], [-0.23, 0.42, 0.01], [-0.17, 0.49, -0.05], [0.01, -0.38, -0.66], [0.26, -0.29, 0.06], [-0.42, -0.34, -0.04], [0.29, -0.42, -0.15], [0.03, -0.16, -0.26], [-0.03, -0.31, 0.43], [0.32, 0.26, 0.18], [0.24, -0.76, -0.01], [-0.22, -0.41, 0.26], [-0.42, -0.35, 0.38], [-0.28, -0.40, -0.51], [0.07, 0.23, -0.34], [-0.16, -0.09, 0.20], [-0.13, 0.89, 0.97], [0.37, -0.20, 0.60], [-1.10, 0.02, -1.65], [-0.69, -1.13, 0.77], [0.22, 0.71, -0.22], [1.13, 0.31, -0.50], [-0.21, -0.34, -0.47], [0.04, -0.43, -0.09], [-0.02, 0.04, -0.31], [0.02, -0.17, 0.28], [0.42, 0.23, 0.67], [-0.61, 0.16, -0.63], [0.37, 0.10, -0.25], [-0.18, -0.20, 0.24], [0.36, -0.10, 0.55], [-0.01, 0.03, 0.09], [-0.08, -0.08, 0.01], [0.10, 0.55, -0.77], [0.59, 0.34, 0.45], [-1.06, -2.05, -0.80], [0.73, 2.07, 2.56], [-1.03, -1.13, -0.59], [0.61, 0.18, -1.10], [0.02, -0.36, -0.06], [-0.09, -0.33, 0.43], [-0.11, 0.09, 0.04], [0.00, -0.11, 0.06], [0.34, 0.71, 0.18], [-0.30, -0.02, -0.77], [-0.17, -0.19, 0.58], [-0.03, 0.09, -0.18], [0.52, 0.23, -0.38], [0.23, 0.29, 0.29], [-0.29, -0.42, 0.08], [0.18, -0.56, -0.54], [-0.45, 0.84, -0.36], [0.63, -1.43, 0.28], [-0.39, 0.76, -0.49], [0.05, 0.24, 1.55], [0.31, -0.14, 0.79], [0.03, -0.12, 0.40], [0.27, 0.19, 0.10], [-0.32, 0.09, 0.08], [-0.18, 0.02, 0.13], [0.17, 0.81, -0.03], [-0.06, -0.05, -0.03], [-0.18, 0.25, -0.61], [0.01, -0.47, 0.20], [0.20, -0.31, -0.94], [-0.18, 0.06, -0.27], [0.02, -0.29, -0.37], [-3.29, 0.66, 0.91], [1.00, 0.30, -0.12], [0.65, -0.35, 0.47], [-0.20, -0.38, 1.40], [-1.03, 0.74, -0.64], [-0.63, -0.21, -0.91], [0.51, 0.24, -0.75], [0.89, -0.75, -0.43], [0.79, -0.42, 0.32], [-0.19, -0.23, -0.05], [0.08, -0.04, -0.17], [0.32, 0.57, 0.07], [0.38, -0.04, -0.28], [0.31, -0.07, 0.32], [0.09, -0.22, -0.15], [0.09, -0.08, -0.13], [0.32, 0.24, 0.16]], "smiles": "CC1(C)CCCC(C)(C)N1O.CC1(C)CCCC(C)(C)N1O.CC1(C)CCCC(C)(C)N1O.CC1(C)CCCC(C)(C)N1O.COC[C@H](C)N.COC[C@H](C)N.COC[C@H](C)N.COC[C@H](C)N", "charge": 0, "homo_ev": -8.04, "orbital_gap_ev": 8.59, "relative_energy_ev": 1.624}